{"formula": "C36H23ClI2N3O5OsS", "method": "the ωB97M-V functional and the def2-TZVPD basis", "symbols": ["Os", "I", "C", "C", "C", "I", "C", "C", "C", "C", "N", "C", "C", "O", "H", "H", "H", "H", "N", "C", "C", "C", "C", "C", "C", "C", "H", "H", "H", "H", "Cl", "C", "C", "C", "C", "C", "C", "C", "H", "H", "H", "H", "H", "H", "O", "C", "O", "C", "C", "C", "C", "C", "C", "N", "O", "O", "H", "H", "H", "H", "S", "C", "C", "C", "C", "C", "C", "H", "H", "H", "H", "H"], "coordinates": [[0.205, 0.387, 1.119], [2.866, 4.069, 3.816], [3.544, 2.505, 2.625], [4.914, 2.314, 2.427], [5.384, 1.285, 1.649], [7.455, 1.082, 1.420], [4.490, 0.396, 1.005], [4.860, -0.696, 0.183], [3.888, -1.451, -0.402], [2.534, -1.132, -0.208], [2.149, -0.124, 0.548], [3.108, 0.619, 1.185], [2.594, 1.662, 2.039], [1.325, 1.788, 2.187], [5.611, 2.989, 2.907], [5.907, -0.922, 0.028], [4.143, -2.295, -1.030], [1.742, -1.699, -0.681], [0.618, -5.872, 5.125], [0.525, -4.898, 4.517], [0.415, -3.682, 3.759], [0.953, -2.488, 4.246], [0.845, -1.329, 3.502], [0.218, -1.279, 2.237], [-0.321, -2.505, 1.788], [-0.231, -3.673, 2.522], [1.451, -2.482, 5.208], [1.260, -0.410, 3.906], [-0.837, -2.544, 0.835], [-0.660, -4.592, 2.141], [-3.951, -0.623, 1.063], [-3.608, 1.064, 0.718], [-4.455, 1.716, -0.168], [-4.257, 3.056, -0.458], [-3.215, 3.729, 0.178], [-2.386, 3.067, 1.063], [-2.528, 1.694, 1.358], [-1.584, 0.991, 2.234], [-5.272, 1.161, -0.615], [-4.915, 3.570, -1.147], [-3.051, 4.783, -0.018], [-1.573, 3.596, 1.547], [-2.073, 0.123, 2.677], [-1.202, 1.648, 3.020], [-1.235, 1.311, -1.713], [-1.535, 0.038, -1.381], [-0.917, -0.613, -0.573], [-2.681, -0.488, -2.162], [-3.396, 0.319, -3.038], [-4.491, -0.195, -3.717], [-4.873, -1.512, -3.530], [-4.139, -2.295, -2.659], [-3.054, -1.811, -1.963], [-4.541, -3.704, -2.463], [-3.829, -4.403, -1.777], [-5.563, -4.076, -3.009], [-3.103, 1.352, -3.165], [-5.053, 0.437, -4.392], [-5.723, -1.940, -4.040], [-2.514, -2.437, -1.267], [0.019, 2.079, -0.907], [1.379, 1.596, -1.925], [1.290, 0.711, -2.989], [2.438, 0.388, -3.705], [3.663, 0.937, -3.361], [3.741, 1.823, -2.292], [2.605, 2.159, -1.578], [0.341, 0.272, -3.267], [2.366, -0.308, -4.532], [4.555, 0.673, -3.914], [4.694, 2.247, -2.002], [2.673, 2.839, -0.734]], "energy_ha": -3470.56132, "spin_multiplicity": 1, "charge": -1, "orbital_gap_ev": 5.0304}


{"formula": "C36H24BrF5MgN7O3SSe2", "method": "the ωB97M-V functional and the def2-TZVPD basis", "symbols": ["Mg", "C", "C", "N", "C", "C", "C", "S", "N", "C", "O", "C", "C", "C", "C", "C", "C", "H", "H", "H", "H", "H", "H", "H", "H", "H", "H", "H", "H", "H", "H", "H", "Se", "N", "C", "C", "C", "C", "C", "N", "C", "C", "N", "C", "C", "C", "C", "C", "N", "H", "H", "H", "H", "H", "H", "Br", "C", "C", "N", "C", "C", "C", "C", "O", "O", "H", "H", "H", "F", "C", "C", "F", "C", "F", "C", "Se", "C", "F", "C", "F"], "coordinates": [[-0.474, -0.325, 1.134], [0.295, 5.206, 3.619], [1.306, 4.545, 2.675], [0.815, 4.326, 1.302], [0.704, 5.556, 0.440], [-0.734, 6.132, 0.407], [0.160, 3.191, 0.961], [-0.129, 1.992, 2.216], [-0.247, 3.116, -0.313], [-0.484, 1.976, -0.960], [-0.463, 0.768, -0.541], [-0.855, 2.082, -2.426], [-1.432, 0.926, -3.068], [-1.844, 1.018, -4.382], [-1.697, 2.194, -5.091], [-1.028, 3.254, -4.508], [-0.694, 3.247, -3.154], [0.680, 5.288, 4.618], [-0.589, 4.535, 3.735], [-0.011, 6.217, 3.296], [1.424, 3.536, 3.087], [2.234, 5.110, 2.558], [0.981, 5.250, -0.558], [1.425, 6.236, 0.862], [-1.357, 5.536, -0.262], [-0.798, 7.183, 0.040], [-1.169, 6.090, 1.400], [-1.494, -0.004, -2.482], [-2.367, 0.170, -4.826], [-2.043, 2.264, -6.105], [-0.847, 4.140, -5.148], [-0.342, 4.093, -2.589], [-7.124, -4.763, 1.157], [-5.505, -4.947, 0.229], [-4.773, -3.900, 0.579], [-3.432, -3.697, 0.046], [-2.704, -4.554, -0.790], [-1.437, -4.145, -1.161], [-0.936, -2.951, -0.649], [-1.659, -2.104, 0.099], [-2.858, -2.485, 0.502], [-3.446, -1.568, 1.519], [-2.717, -0.491, 1.854], [-3.384, 0.393, 2.608], [-4.542, 0.198, 3.354], [-5.276, -0.966, 3.077], [-4.725, -1.808, 2.080], [-5.368, -3.005, 1.587], [-6.569, -3.321, 2.025], [-3.158, -5.476, -1.196], [-0.781, -4.770, -1.788], [0.050, -2.577, -0.927], [-2.790, 1.298, 2.775], [-4.865, 0.840, 4.155], [-6.227, -1.205, 3.552], [2.197, -4.747, 6.080], [2.890, -4.057, 4.480], [4.090, -4.438, 3.911], [4.455, -3.959, 2.720], [3.616, -3.190, 2.016], [2.409, -2.696, 2.569], [2.165, -3.065, 3.887], [1.440, -1.845, 1.841], [0.271, -1.682, 2.408], [1.688, -1.346, 0.680], [4.763, -5.166, 4.420], [3.909, -3.016, 0.959], [1.216, -2.702, 4.408], [7.297, -2.905, -4.902], [6.212, -2.161, -4.644], [6.322, -0.929, -4.028], [7.528, -0.323, -3.873], [5.163, -0.217, -3.624], [5.215, 1.013, -3.036], [3.905, -0.704, -3.896], [2.491, -0.020, -2.926], [3.817, -1.875, -4.665], [2.559, -2.259, -4.993], [4.921, -2.638, -4.977], [4.760, -3.917, -5.443]], "energy_ha": -10469.96726, "spin_multiplicity": 1, "charge": -1, "orbital_gap_ev": 3.4514}


{"formula": "C36H25Br2N2O7PSe2V", "method": "the ωB97M-V functional and the def2-TZVPD basis", "symbols": ["V", "Se", "P", "Se", "C", "C", "C", "C", "C", "C", "C", "C", "C", "C", "C", "C", "H", "H", "H", "H", "H", "H", "H", "H", "H", "H", "Br", "C", "C", "C", "Br", "C", "C", "C", "C", "N", "C", "C", "O", "H", "H", "H", "H", "C", "C", "O", "C", "C", "C", "C", "C", "C", "O", "H", "H", "H", "H", "H", "H", "H", "O", "C", "O", "C", "C", "C", "C", "C", "C", "N", "O", "O", "H", "H", "H", "H"], "coordinates": [[-1.217, 0.142, 0.234], [1.545, 0.989, 3.239], [2.213, 0.864, 1.237], [0.910, 1.180, -0.529], [3.574, 2.086, 1.005], [3.690, 2.893, -0.120], [4.761, 3.767, -0.244], [5.722, 3.838, 0.753], [5.608, 3.036, 1.880], [4.537, 2.166, 2.007], [3.145, -0.688, 0.956], [3.903, -0.786, -0.207], [4.646, -1.929, -0.450], [4.610, -2.982, 0.455], [3.845, -2.886, 1.607], [3.114, -1.735, 1.865], [2.941, 2.823, -0.899], [4.843, 4.394, -1.123], [6.563, 4.513, 0.651], [6.357, 3.090, 2.661], [4.433, 1.542, 2.886], [3.893, 0.032, -0.917], [5.236, -2.003, -1.355], [5.180, -3.882, 0.254], [3.807, -3.716, 2.302], [2.517, -1.644, 2.765], [-2.050, -3.080, -3.469], [-2.427, -1.227, -3.402], [-3.071, -0.612, -4.475], [-3.325, 0.738, -4.453], [-4.158, 1.533, -5.971], [-2.971, 1.538, -3.348], [-3.146, 2.932, -3.228], [-2.730, 3.560, -2.081], [-2.156, 2.820, -1.043], [-1.989, 1.515, -1.121], [-2.365, 0.880, -2.252], [-2.029, -0.517, -2.270], [-1.364, -0.986, -1.282], [-3.361, -1.207, -5.330], [-3.595, 3.487, -4.039], [-2.845, 4.629, -1.968], [-1.815, 3.302, -0.136], [-1.951, 2.729, 3.393], [-2.313, 1.839, 2.240], [-1.395, 1.324, 1.567], [-3.685, 1.596, 1.900], [-4.734, 2.376, 2.426], [-6.036, 2.159, 2.063], [-6.340, 1.110, 1.178], [-5.355, 0.305, 0.674], [-3.988, 0.527, 0.991], [-3.088, -0.219, 0.464], [-0.900, 2.577, 3.630], [-2.561, 2.500, 4.265], [-2.097, 3.779, 3.130], [-4.492, 3.171, 3.120], [-6.823, 2.795, 2.447], [-7.370, 0.938, 0.889], [-5.587, -0.518, 0.010], [-1.606, -2.603, 1.859], [-0.650, -2.320, 1.163], [-0.192, -1.111, 0.999], [0.129, -3.393, 0.447], [0.007, -4.712, 0.864], [0.701, -5.720, 0.210], [1.511, -5.413, -0.868], [1.622, -4.090, -1.278], [0.935, -3.072, -0.635], [2.503, -3.770, -2.389], [2.559, -2.618, -2.767], [3.158, -4.678, -2.881], [-0.638, -4.926, 1.705], [0.607, -6.748, 0.533], [2.064, -6.170, -1.406], [1.025, -2.051, -0.982]], "energy_ha": -13259.52498, "s_squared": 2.015, "spin_multiplicity": 3, "charge": -1, "orbital_gap_ev": [6.6960, 7.0202]}


{"formula": "C36H26BrClN5O6SSiY", "method": "the ωB97M-V functional and the def2-TZVPD basis", "symbols": ["Y", "O", "C", "O", "C", "C", "Cl", "N", "N", "C", "C", "O", "O", "C", "C", "C", "C", "C", "C", "H", "H", "H", "H", "H", "H", "N", "C", "N", "C", "C", "C", "C", "C", "C", "S", "H", "H", "H", "H", "H", "H", "C", "C", "C", "C", "C", "C", "Si", "C", "C", "C", "C", "C", "C", "H", "H", "H", "H", "H", "H", "H", "H", "H", "H", "H", "Br", "C", "C", "N", "C", "C", "C", "C", "O", "O", "H", "H", "H"], "coordinates": [[-0.598, -0.353, -2.046], [2.594, -5.271, -1.327], [3.310, -4.324, -0.776], [4.279, -4.576, -0.091], [2.699, -2.950, -0.811], [3.064, -1.903, 0.082], [3.949, -1.984, 1.532], [2.288, -0.835, -0.186], [1.449, -1.138, -1.209], [1.713, -2.400, -1.613], [0.950, -2.866, -2.785], [1.110, -4.055, -3.137], [0.240, -1.973, -3.356], [2.373, 0.541, 0.251], [3.635, 1.059, 0.212], [4.180, 2.348, 0.379], [3.444, 3.521, 0.473], [2.087, 3.898, 0.374], [1.123, 1.239, 0.738], [2.034, -4.917, -2.058], [4.474, 0.285, 0.067], [5.247, 2.458, 0.326], [4.163, 4.314, 0.795], [1.974, 4.959, 0.417], [0.364, 0.498, 0.552], [-3.170, -2.523, -2.472], [-2.562, -2.844, -1.305], [-1.825, -1.994, -0.648], [-1.282, -2.573, 0.509], [-0.600, -1.970, 1.568], [-0.041, -2.737, 2.502], [-0.125, -4.140, 2.459], [-0.826, -4.825, 1.474], [-1.485, -3.954, 0.570], [-2.522, -4.431, -0.677], [-3.525, -1.601, -2.532], [-3.651, -3.227, -3.053], [-0.535, -0.886, 1.602], [0.512, -2.301, 3.290], [0.360, -4.724, 3.245], [-0.958, -5.858, 1.633], [0.421, 1.408, -4.747], [-0.674, 2.084, -4.227], [-0.506, 2.550, -2.882], [0.623, 2.296, -2.026], [1.664, 1.585, -2.663], [1.523, 1.181, -3.958], [0.733, 2.863, -0.147], [1.101, 1.449, 2.236], [2.236, 1.308, 3.040], [2.184, 1.332, 4.403], [1.004, 1.508, 5.093], [-0.107, 1.723, 4.310], [-0.066, 1.761, 2.924], [0.447, 1.111, -5.833], [-1.551, 2.253, -4.783], [-1.288, 3.094, -2.418], [2.563, 1.283, -2.069], [2.304, 0.587, -4.424], [-0.592, 3.395, 0.160], [3.172, 1.066, 2.497], [3.034, 1.202, 5.035], [0.958, 1.565, 6.167], [-1.091, 1.809, 4.754], [-0.957, 2.029, 2.321], [-4.727, 3.302, 3.126], [-4.846, 2.508, 1.455], [-6.088, 2.008, 1.107], [-6.273, 1.467, -0.055], [-5.195, 1.176, -0.772], [-3.918, 1.600, -0.435], [-3.724, 2.377, 0.671], [-2.737, 0.989, -1.133], [-1.633, 0.969, -0.485], [-2.922, 0.395, -2.258], [-6.846, 2.147, 1.894], [-5.322, 0.702, -1.693], [-2.815, 2.932, 0.849]], "energy_ha": -5873.05408, "spin_multiplicity": 1, "orbital_gap_ev": 5.7002}


{"formula": "C36H26Cl5N4O8PSn", "method": "the ωB97M-V functional and the def2-TZVPD basis", "symbols": ["Sn", "Cl", "C", "C", "C", "Cl", "C", "Cl", "C", "Cl", "C", "Cl", "C", "C", "C", "C", "C", "O", "C", "N", "C", "C", "C", "C", "C", "C", "P", "C", "C", "C", "C", "C", "C", "C", "C", "C", "C", "C", "C", "H", "H", "H", "H", "H", "H", "H", "H", "H", "H", "H", "H", "H", "H", "H", "H", "H", "H", "H", "H", "H", "H", "H", "H", "O", "N", "O", "C", "C", "C", "C", "O", "C", "C", "N", "O", "O", "N", "O", "O", "H", "H"], "coordinates": [[0.620, -0.399, 2.739], [-0.773, -3.132, 4.001], [0.859, -3.018, 4.512], [1.448, -1.761, 4.239], [2.687, -1.500, 4.747], [3.361, 0.058, 4.271], [3.434, -2.481, 5.448], [4.941, -2.032, 6.079], [2.892, -3.764, 5.688], [3.685, -4.920, 6.621], [1.534, -3.965, 5.318], [0.718, -5.452, 5.536], [3.269, -0.203, -2.580], [3.183, -1.218, -3.726], [2.955, -0.426, -5.070], [2.029, -2.162, -3.487], [1.924, -3.393, -4.480], [0.412, -3.643, -4.520], [-0.136, -2.472, -4.063], [0.663, -1.575, -3.561], [-1.560, -2.425, -4.066], [-2.281, -3.156, -5.002], [-3.665, -3.055, -5.107], [-4.409, -2.337, -4.209], [-3.742, -1.469, -3.379], [-2.315, -1.616, -3.133], [-1.492, -0.912, -1.754], [-2.619, -0.864, -0.407], [-2.891, 0.189, 0.506], [-3.684, -0.006, 1.661], [-4.360, -1.204, 1.810], [-4.171, -2.199, 0.846], [-3.341, -2.027, -0.271], [-1.247, 0.858, -2.150], [-0.065, 1.484, -1.762], [0.191, 2.829, -2.069], [-0.798, 3.529, -2.707], [-2.017, 2.978, -3.074], [-2.277, 1.657, -2.762], [4.019, 0.571, -2.791], [3.488, -0.592, -1.567], [2.309, 0.306, -2.413], [4.103, -1.844, -3.832], [3.818, 0.242, -5.263], [2.049, 0.235, -4.969], [2.856, -1.079, -5.939], [2.163, -2.673, -2.485], [2.472, -4.275, -4.032], [2.194, -3.163, -5.521], [-1.770, -3.848, -5.600], [-4.155, -3.640, -5.858], [-5.462, -2.223, -4.179], [-4.352, -0.661, -2.834], [-2.283, 1.133, 0.370], [-3.713, 0.783, 2.411], [-5.158, -1.358, 2.526], [-4.672, -3.178, 0.945], [-3.124, -2.831, -0.922], [0.667, 0.909, -1.178], [1.171, 3.305, -1.902], [-0.632, 4.580, -3.018], [-2.822, 3.587, -3.483], [-3.261, 1.243, -2.950], [1.824, 7.008, 5.450], [0.911, 6.187, 5.660], [0.070, 6.328, 6.592], [0.868, 5.004, 4.817], [1.858, 4.877, 3.825], [1.715, 3.800, 2.951], [0.909, 2.619, 3.173], [0.833, 1.686, 2.302], [0.138, 2.818, 4.373], [-0.004, 3.973, 5.162], [-0.641, 1.710, 4.882], [-1.564, 1.859, 5.673], [-0.287, 0.402, 4.540], [2.668, 3.855, 1.872], [2.723, 4.977, 1.336], [3.288, 2.871, 1.487], [2.563, 5.685, 3.741], [-0.736, 4.019, 5.965]], "energy_ha": -5063.96911, "spin_multiplicity": 1, "charge": 2, "orbital_gap_ev": [5.7470, 3.8278]}


{"formula": "C36H26ClN5O5PdS3", "method": "the ωB97M-V functional and the def2-TZVPD basis", "symbols": ["Pd", "O", "N", "O", "C", "C", "C", "C", "C", "C", "N", "C", "C", "N", "C", "C", "C", "C", "H", "H", "H", "H", "H", "H", "H", "Cl", "C", "C", "C", "C", "C", "C", "C", "O", "O", "H", "H", "H", "H", "O", "C", "C", "C", "C", "C", "S", "C", "C", "C", "C", "S", "C", "C", "C", "C", "S", "H", "H", "H", "H", "H", "H", "H", "H", "H", "C", "N", "C", "C", "N", "C", "H", "H", "H", "H", "H", "H"], "coordinates": [[-0.144, -0.317, -2.078], [4.573, 4.884, 0.396], [3.381, 4.692, 0.290], [2.525, 5.473, 0.657], [2.945, 3.418, -0.310], [3.862, 2.430, -0.320], [3.547, 1.142, -0.852], [4.445, 0.066, -0.864], [4.033, -1.141, -1.370], [2.721, -1.275, -1.834], [1.864, -0.275, -1.818], [2.263, 0.922, -1.333], [1.303, 1.988, -1.349], [0.093, 1.682, -1.874], [-0.857, 2.593, -1.914], [-0.627, 3.891, -1.459], [0.592, 4.227, -0.926], [1.609, 3.254, -0.843], [4.841, 2.617, 0.095], [5.445, 0.197, -0.470], [4.695, -1.995, -1.403], [2.350, -2.217, -2.214], [-1.812, 2.264, -2.300], [-1.421, 4.622, -1.519], [0.768, 5.224, -0.560], [-8.715, -0.185, -3.103], [-6.982, -0.328, -3.125], [-6.366, -0.950, -4.199], [-4.985, -1.061, -4.208], [-4.229, -0.553, -3.159], [-4.866, 0.068, -2.091], [-6.247, 0.183, -2.067], [-2.731, -0.700, -3.204], [-2.186, -1.320, -4.105], [-2.122, -0.110, -2.221], [-6.964, -1.340, -5.011], [-4.472, -1.543, -5.029], [-4.271, 0.455, -1.275], [-6.754, 0.661, -1.240], [1.117, -0.075, 0.695], [0.975, 0.047, 2.042], [1.862, 1.185, 2.569], [1.544, 2.499, 2.746], [2.662, 3.308, 3.105], [3.815, 2.592, 3.187], [3.545, 0.933, 2.845], [-0.477, 0.350, 2.403], [-1.081, 0.729, 3.565], [-2.495, 0.845, 3.438], [-2.923, 0.555, 2.178], [-1.621, 0.148, 1.140], [1.405, -1.269, 2.719], [2.382, -2.097, 2.245], [2.629, -3.217, 3.087], [1.824, -3.224, 4.185], [0.772, -1.872, 4.200], [0.537, 2.874, 2.630], [2.603, 4.370, 3.297], [4.798, 2.946, 3.454], [-0.536, 0.930, 4.477], [-3.154, 1.137, 4.243], [-3.936, 0.572, 1.808], [2.894, -1.887, 1.317], [3.365, -3.982, 2.883], [1.786, -3.954, 4.977], [-0.234, -4.569, 1.069], [-0.356, -3.896, -0.214], [-0.932, -4.395, -1.362], [-0.894, -3.395, -2.283], [-0.292, -2.305, -1.703], [0.012, -2.633, -0.455], [0.314, -5.503, 0.952], [-1.222, -4.774, 1.478], [0.310, -3.919, 1.752], [-1.316, -5.398, -1.418], [-1.262, -3.360, -3.293], [0.474, -1.941, 0.252]], "energy_ha": -3820.04816, "spin_multiplicity": 1, "orbital_gap_ev": 6.5352}


Number 1: molar mass 1089.154 g mol⁻¹. Number 2: molar mass 991.820 g mol⁻¹. Number 3: molar mass 997.249 g mol⁻¹. Number 4: molar mass 889.049 g mol⁻¹. Number 5: molar mass 969.574 g mol⁻¹. Number 6: molar mass 846.708 g mol⁻¹.